Record 1
The following is a DFT calculation (the ωB97M-V functional and the def2-TZVPD basis) of an isolated molecule of C5H7OP in a non-equilibrium geometry.

ORCA input file:
```
! RIJCOSX wB97M-V def2-TZVPD def2/J DEFGRID3
* xyz 0 1
C 1.09 -0.04 0.66
C 0.97 0.66 1.91
C 0.73 -1.31 0.06
C -0.06 -0.67 -1.18
C -1.35 1.29 0.12
O 2.23 0.36 1.47
P 0.38 1.14 -0.59
H 1.55 -1.89 -0.28
H 0.08 -2.01 0.70
H 0.39 -0.78 -2.11
H -1.19 -0.78 -1.06
H -1.34 2.21 0.72
H -1.65 0.39 0.53
H -1.83 1.43 -0.96
*
```

Calculated values
HOMO energy ... -8.98 eV
Energy relative to the best compared isomer or geometry (same formula, charge and spin) ... 109.6 kcal per mole
Lowest unoccupied orbital energy ... 0.2 eV
HOMO-LUMO gap ... 9.1 eV

Which charges does Löwdin predict for the atoms? In e, they are: C -0.686; C 0.071; C -0.190; C -0.265; C -0.314; O -0.019; P 0.969; H 0.093; H 0.135; H 0.022; H 0.081; H 0.030; H -0.005; H 0.079

---

Record 2
The following is a DFT calculation (the ωB97M-V functional and the def2-TZVPD basis) of an isolated molecule of C5H7P in a non-equilibrium geometry.

ORCA input file:
```
! RIJCOSX wB97M-V def2-TZVPD def2/J DEFGRID3
* xyz 0 1
C 1.78 0.80 -0.07
C 0.34 0.35 0.01
C -0.02 -0.95 -0.13
C -1.52 -1.24 -0.18
P -2.39 0.41 0.05
C -0.90 1.27 0.30
H 2.39 -0.06 -0.30
H 2.01 1.01 0.95
H 1.99 1.68 -0.68
H 0.81 -1.79 -0.05
H -1.80 -2.00 -0.91
H -1.87 -1.79 0.72
H -0.82 2.31 0.28
*
```

Calculated values
HOMO energy ... -8.31 eV
SMILES ... CC1=CCP=C1
Energy relative to the best compared isomer or geometry (same formula, charge and spin) ... 9.6 kcal per mole
Lowest unoccupied orbital energy ... 0.2 eV
HOMO-LUMO gap ... 8.5 eV

Which charges does Löwdin predict for the atoms? In e, they are: C -0.073; C -0.362; C -0.168; C -0.452; P 0.896; C -0.318; H 0.064; H 0.063; H 0.083; H 0.139; H 0.067; H 0.063; H -0.003

---

Record 3
The following is a DFT calculation (the ωB97M-V functional and the def2-TZVPD basis) of a 2-piece molecular cluster, C5H7PS overall in a non-equilibrium geometry.

ORCA input file:
```
! RIJCOSX wB97M-V def2-TZVPD def2/J DEFGRID3
* xyz 0 1
C 0.43 0.00 -1.17
C 0.74 -1.26 -1.58
C -0.58 -1.20 0.70
C -0.39 0.02 0.08
C -0.91 1.33 0.61
P 0.12 -2.47 -0.45
S -1.21 -3.78 -0.99
H 0.62 0.86 -1.71
H 1.40 -1.46 -2.40
H -1.07 -1.38 1.58
H -0.44 1.67 1.63
H -1.95 1.34 0.83
H -0.62 2.18 -0.14
H 2.26 -2.67 -0.07
*
```

Calculated values
HOMO energy ... -8.65 eV
Energy relative to the best compared isomer or geometry (same formula, charge and spin) ... 69.1 kcal per mole
Lowest unoccupied orbital energy ... -1.1 eV
HOMO-LUMO gap ... 7.5 eV

Which charges does Löwdin predict for the atoms? In e, they are: C -0.107; C -0.342; C -0.193; C -0.343; C -0.067; P 0.302; S 0.170; H 0.078; H 0.068; H 0.045; H 0.116; H 0.053; H 0.102; H 0.116